Record 1
The following is a DFT calculation (ωB97M-V/def2-TZVPD) of a structure of composition C29H39GeN4O4SeW.

ORCA input file:
```
! RIJCOSX wB97M-V def2-TZVPD def2/J DEFGRID3
* xyz -1 1
W 0.09655 -0.01968 0.10947
C 2.04347 -1.99977 1.90815
C 2.91314 -1.25598 0.88586
N 2.23534 -0.53203 -0.22234
C 2.30119 -1.15463 -1.56219
C 1.55662 -0.27064 -2.55540
N 0.17205 0.03755 -2.10557
C -0.96511 -0.59530 -2.83489
C -2.09534 -1.25138 -2.02651
C -2.85866 -0.51967 -0.92113
N -2.10548 -0.12597 0.30619
C -2.47702 -0.73230 1.62065
C -1.31964 -1.49175 2.26792
N -0.11074 -0.64221 2.22707
C 1.13829 -1.17048 2.82045
H 2.76341 -2.48720 2.57787
H 1.49671 -2.81074 1.43600
H 3.61998 -1.97743 0.45966
H 3.50253 -0.49868 1.41426
H 2.66826 0.38363 -0.27876
H 1.80667 -2.12368 -1.50495
H 3.33787 -1.32423 -1.88154
H 1.56408 -0.73245 -3.54705
H 2.07133 0.69403 -2.63093
H 0.05144 1.03961 -2.17453
H -0.56325 -1.38035 -3.47845
H -1.39020 0.17969 -3.48584
H -1.76599 -2.20183 -1.64137
H -2.85444 -1.50814 -2.77696
H -3.68479 -1.17416 -0.62827
H -3.29899 0.40287 -1.31822
H -2.21397 0.87598 0.39795
H -3.33428 -1.39995 1.51131
H -2.77040 0.09633 2.27546
H -1.12738 -2.39582 1.69603
H -1.56797 -1.79901 3.29221
H -0.32598 0.21748 2.72769
H 0.90071 -1.75592 3.71958
H 1.68710 -0.28011 3.14719
C 0.32404 1.76547 0.42856
Ge 1.15584 2.90196 1.64651
C 0.89004 4.84346 1.36065
C 1.44609 5.80678 2.20192
C 1.24269 7.15987 1.97875
C 0.47220 7.57488 0.90002
C -0.08842 6.63082 0.05367
C 0.12148 5.27688 0.28630
C 3.12678 2.65837 1.56065
C 4.02718 2.37959 2.58580
C 5.37095 2.13188 2.32774
C 5.85115 2.16427 1.02818
C 4.97863 2.46175 -0.01028
C 3.64138 2.70628 0.25948
C 0.36150 2.54599 3.43693
C -1.03370 2.67397 3.46273
C -1.77664 2.36892 4.59120
C -1.13911 1.91326 5.73882
C 0.23953 1.77777 5.74046
C 0.97600 2.09363 4.60328
H 2.05040 5.49653 3.04816
H 1.68314 7.89414 2.64343
H 0.31069 8.63088 0.72176
H -0.69088 6.94990 -0.78918
H -0.31656 4.53324 -0.37209
H 3.69807 2.34855 3.61641
H 6.04164 1.90785 3.14884
H 6.89528 1.96306 0.82473
H 5.34080 2.49899 -1.03079
H 2.96736 2.92485 -0.56440
H -1.54837 3.00687 2.56663
H -2.85440 2.47900 4.57502
H -1.71441 1.66148 6.62100
H 0.74930 1.41756 6.62604
H 2.04922 1.96068 4.64640
O -1.82194 -3.97723 -0.05633
Se -0.26147 -3.76740 -0.47019
O 0.01908 -3.95102 -2.06092
O 0.03420 -2.11052 -0.18502
O 0.77475 -4.57821 0.47917
*
```

* HOMO: -2.9 eV
* Kohn-Sham gap: 5.29 eV
* LUMO: 2.43 eV
* E_tot: -6193.8138 Ha
* energy relative to the best compared isomer or geometry (same formula, charge and spin): 10.9 kcal per mole

=====

Record 2
The following is a DFT calculation (ωB97M-V/def2-TZVPD) of a cluster of 2 separate species, C39H36N3S in total in a non-equilibrium geometry.

ORCA input file:
```
! RIJCOSX wB97M-V def2-TZVPD def2/J DEFGRID3
* xyz 1 1
C 5.32950 -2.21423 2.52190
C 5.56897 -1.17403 1.61428
C 4.69373 -0.08758 1.54731
C 3.57877 -0.02911 2.38954
C 2.61071 1.12376 2.23070
N 1.28505 0.86410 2.82844
C 0.61417 1.98408 3.51377
C -0.69036 2.43437 2.89402
C -1.85457 2.49430 3.66922
C -3.06293 2.89211 3.09247
C -3.10007 3.29098 1.75223
C -1.92904 3.26169 0.98433
C -0.72542 2.83463 1.55585
C 0.66551 -0.30778 2.62682
C -0.56082 -0.67180 3.19675
C -1.21929 -1.84511 2.84621
C -2.66518 -1.84176 2.67236
C -3.27714 -2.40386 1.52152
C -4.64321 -2.25536 1.29447
C -5.44808 -1.60518 2.24336
C -4.86386 -1.06592 3.39771
C -3.48639 -1.16146 3.60140
C 3.38878 -1.02606 3.34951
C 4.23092 -2.14293 3.38547
H 5.99315 -3.07887 2.56569
H 6.43642 -1.21439 0.95435
H 4.84932 0.72269 0.83096
H 3.00984 2.04325 2.68397
H 2.48238 1.33278 1.15053
H 0.45183 1.70575 4.56742
H 1.33369 2.81652 3.50355
H -1.80536 2.21721 4.72671
H -3.96892 2.90147 3.70176
H -4.03816 3.63202 1.31013
H -1.94709 3.57752 -0.06018
H 0.19371 2.81075 0.96365
H 1.18045 -1.02555 1.97419
H -1.04182 0.02044 3.89385
H -0.64824 -2.63668 2.36444
H -2.64290 -2.91175 0.79107
H -5.09277 -2.64839 0.37974
H -6.52405 -1.51263 2.08110
H -5.48500 -0.56523 4.14417
H -3.02337 -0.71696 4.48675
H 2.56559 -0.93406 4.06573
H 4.02310 -2.94674 4.09268
C 2.99428 -0.51346 6.78016
C 1.74174 0.08532 6.61616
C 0.62591 -0.69698 6.29700
C 0.77908 -2.06573 6.07251
C -0.41940 -2.97306 5.84298
C -0.48351 -3.98999 6.98033
C -1.37069 -5.17457 6.69185
N -1.00690 -5.68452 5.36683
C -1.20659 -7.01393 4.96998
C -0.75712 -7.23273 3.66368
C -0.74902 -8.52714 3.14335
C -1.22471 -9.58474 3.93070
C -1.70250 -9.34970 5.22879
C -1.68919 -8.05391 5.76542
S -0.24754 -5.74574 2.90858
C -0.56551 -4.82673 4.39184
N -0.38633 -3.55089 4.49161
C 2.04664 -2.64740 6.14323
C 3.14850 -1.88093 6.53511
H 3.85380 0.07915 7.10166
H 1.62170 1.15987 6.77477
H -0.37614 -0.25657 6.24761
H -1.33796 -2.36618 5.88182
H 0.52438 -4.36055 7.21048
H -0.84249 -3.47862 7.88218
H -1.20905 -5.96915 7.42470
H -2.43344 -4.88929 6.71555
H -0.36554 -8.67983 2.13865
H -1.22409 -10.59851 3.52975
H -2.08343 -10.17924 5.82442
H -2.04504 -7.85166 6.77751
H 2.15514 -3.71365 5.92422
H 4.12221 -2.36311 6.64945
*
```

* HOMO: -10.1 eV
* Kohn-Sham gap: 6.32 eV
* LUMO: -3.80 eV
* E_tot: -2069.9757 Ha

=====

Record 3
The following is a DFT calculation (ωB97M-V/def2-TZVPD) of a structure of composition C3H7Br2OP in a non-equilibrium geometry.

ORCA input file:
```
! RIJCOSX wB97M-V def2-TZVPD def2/J DEFGRID3
* xyz 0 1
C 0.73294 1.10458 2.03380
C -0.06349 -0.27918 -1.80563
C -0.38780 -1.64828 -1.11209
O -0.05012 0.85407 -0.96879
P -0.80084 0.63099 1.15923
Br 0.91309 -1.82945 0.30159
Br -1.74772 2.55492 1.08655
H 1.21018 0.12721 2.16632
H 0.33504 1.50847 2.87857
H 1.37707 1.60377 1.47346
H -0.85228 -0.06825 -2.62994
H 1.02146 -0.47477 -2.29357
H -0.38303 -2.37960 -1.79982
H -1.30447 -1.70448 -0.48968
*
```

* HOMO (alpha / beta): -9.2 / -9.2 eV
* Kohn-Sham gap (alpha / beta): 8.69 / 8.69 eV
* LUMO (alpha / beta): -0.51 / -0.51 eV
* E_tot: -5683.0537 Ha
* energy relative to the best compared isomer or geometry (same formula, charge and spin): 79.1 kcal per mole

=====

Record 4
The following is a DFT calculation (ωB97M-V/def2-TZVPD) of a cluster of 3 separate species, CH10N2O2 in total in a non-equilibrium geometry.

ORCA input file:
```
! RIJCOSX wB97M-V def2-TZVPD def2/J DEFGRID3
* xyz 0 1
N -1.02672 1.92986 0.39679
C -0.48393 0.57631 0.45296
N -0.67730 -0.28355 -0.74039
H -1.95603 1.86075 0.02335
H -0.48152 2.52495 -0.20686
H -0.93104 0.10314 1.32843
H 0.59543 0.61914 0.59032
H -1.20105 0.12933 -1.50797
H 0.23393 -0.34779 -1.18336
O 4.37020 -0.23699 -0.14642
H 4.96336 0.49068 -0.01919
H 4.29098 -0.56950 0.75183
O -2.73215 -2.30790 -0.24636
H -1.93792 -1.76885 -0.08886
H -3.02624 -2.71957 0.59574
*
```

* HOMO: -9.6 eV
* Kohn-Sham gap: 10.23 eV
* LUMO: 0.68 eV
* E_tot: -304.0670 Ha
* SMILES string: NCN.O.O
* energy relative to the best compared isomer or geometry (same formula, charge and spin): 9.9 kcal per mole

=====

Record 5
The following is a DFT calculation (ωB97M-V/def2-TZVPD) of a structure of composition C59H64BaN5O5P2S5 in a non-equilibrium geometry.

ORCA input file:
```
! RIJCOSX wB97M-V def2-TZVPD def2/J DEFGRID3
* xyz -1 1
Ba -1.44691 0.33164 0.03488
N -3.63241 4.60634 0.30776
C -2.32338 4.16822 0.37963
O -1.83407 3.86190 1.45705
C -1.64072 4.08567 -0.96496
C -2.08481 2.77898 -1.62861
H -4.19928 4.33614 1.09685
H -4.07654 4.49918 -0.58994
H -0.56178 4.06459 -0.78645
H -1.87752 5.00951 -1.52979
H -1.55882 2.64877 -2.58394
H -3.15446 2.85248 -1.87204
C -0.48263 -3.86627 -2.64778
P -0.60800 -2.06822 -3.01801
C -2.20841 -2.06918 -3.91925
C 0.54984 -1.91391 -4.44881
C 1.16593 -2.99613 -5.06912
C 2.03164 -2.80721 -6.13532
C 2.28965 -1.53004 -6.60022
C 1.68823 -0.43392 -6.00052
C 0.82512 -0.59569 -4.92061
P -0.10906 0.77484 -4.11638
C 0.30152 2.20313 -5.21881
C 1.04424 1.19954 -2.75523
H -0.81175 -4.50036 -3.47548
H -1.12407 -4.04740 -1.78274
H 0.54186 -4.12354 -2.37586
H -2.19043 -2.75185 -4.77118
H -2.43886 -1.05677 -4.24650
H -2.97457 -2.37744 -3.20495
H 0.96526 -4.00310 -4.71959
H 2.49770 -3.66402 -6.60813
H 2.96381 -1.38263 -7.43633
H 1.90300 0.55940 -6.38204
H 1.37231 2.41201 -5.29557
H -0.19387 3.07629 -4.78869
H -0.11013 2.04300 -6.21753
H 2.06693 1.32378 -3.12188
H 1.02716 0.42213 -1.99832
H 0.69873 2.12446 -2.28535
N 0.56996 1.95351 0.51714
S 1.48974 2.29148 1.57150
N 1.66255 1.32435 2.96034
S 2.63011 0.15574 3.20512
N 2.71086 -1.11299 2.31919
S 1.26860 -1.68784 1.61705
N 0.67496 -0.89470 0.57532
C 1.85158 -3.30287 1.10096
C 3.17943 -3.54817 0.79969
C 3.52685 -4.75542 0.21139
C 2.54767 -5.69533 -0.07468
C 1.21476 -5.42844 0.21165
C 0.85704 -4.22310 0.79145
C 0.33281 -2.06127 3.09445
C 0.74988 -3.08879 3.92528
C 0.07337 -3.31928 5.10815
C -1.01541 -2.52579 5.44819
C -1.42201 -1.50808 4.60531
C -0.73994 -1.26593 3.42076
C 4.32739 0.69210 3.34837
C 5.34877 0.06535 2.65104
C 6.64770 0.51019 2.81998
C 6.92230 1.56459 3.67980
C 5.88839 2.19087 4.36808
C 4.58811 1.75960 4.20188
C 2.37454 -0.25859 4.92721
C 3.21622 -1.22222 5.47002
C 3.11741 -1.52905 6.81311
C 2.17394 -0.88371 7.60411
C 1.32158 0.05779 7.04486
C 1.41673 0.37766 5.70081
C 3.20285 2.37565 0.99804
C 4.13027 3.31674 1.41309
C 5.40966 3.28098 0.87761
C 5.74893 2.31679 -0.05953
C 4.80859 1.38143 -0.47103
C 3.52894 1.41064 0.05430
C 1.26927 3.85361 2.46171
C 0.96041 4.95062 1.67053
C 0.76124 6.18620 2.25901
C 0.85234 6.32139 3.63775
C 1.14427 5.21883 4.42456
C 1.35578 3.97992 3.83604
H 3.92565 -2.79742 1.02659
H 4.56260 -4.95931 -0.02908
H 2.82228 -6.63504 -0.53759
H 0.44649 -6.14823 -0.03828
H -0.18871 -3.97947 0.96562
H 1.59898 -3.70205 3.64539
H 0.38687 -4.12547 5.76040
H -1.55842 -2.72170 6.36457
H -2.29979 -0.91748 4.82854
H -1.08484 -0.45696 2.79959
H 5.10702 -0.75063 1.98261
H 7.45092 0.03221 2.27402
H 7.94151 1.90452 3.80957
H 6.10076 3.02001 5.03017
H 3.76950 2.24494 4.71992
H 3.93708 -1.72304 4.83415
H 3.76935 -2.27693 7.24510
H 2.09575 -1.12665 8.65595
H 0.56867 0.54020 7.65433
H 0.74726 1.09302 5.23939
H 3.86050 4.06447 2.14743
H 6.14198 4.01483 1.19195
H 6.74840 2.29882 -0.47702
H 5.06813 0.63469 -1.21178
H 2.76186 0.70838 -0.26213
H 0.84342 4.81700 0.60159
H 0.50613 7.03846 1.64292
H 0.67908 7.28503 4.10070
H 1.19884 5.31731 5.50193
H 1.57506 3.10993 4.44214
O -5.21801 -1.70523 1.16985
S -3.76864 -1.61185 1.28856
O -3.23115 -2.18125 2.51958
O -3.34090 -0.17774 1.18738
S -2.87193 -2.54516 -0.27503
C -8.36068 -1.64029 -6.30144
C -7.41755 -1.28276 -5.18456
C -7.42397 -1.98261 -3.98633
C -6.57065 -1.65482 -2.93957
C -6.61016 -2.45545 -1.67711
C -5.65644 -0.59392 -3.11298
C -4.70785 -0.29809 -2.00808
O -3.60229 0.16595 -2.19423
C -5.63423 0.12569 -4.32862
C -4.71541 1.28808 -4.60626
C -6.52517 -0.23383 -5.33476
H -8.92575 -2.54232 -6.06607
H -7.81766 -1.81178 -7.23286
H -9.07351 -0.83233 -6.48185
H -8.11273 -2.81198 -3.86081
H -7.33459 -3.26622 -1.76715
H -6.87386 -1.84782 -0.81144
H -5.63222 -2.87858 -1.43926
H -5.06149 -0.52417 -0.99472
H -4.09567 1.54750 -3.75906
H -5.30532 2.15831 -4.90667
H -4.04990 1.04521 -5.43863
H -6.51354 0.32526 -6.26628
*
```

* HOMO: -2.7 eV
* Kohn-Sham gap: 4.13 eV
* LUMO: 1.42 eV
* E_tot: -5635.6224 Ha
* energy relative to the best compared isomer or geometry (same formula, charge and spin): 0.0 kcal per mole

=====

Record 6
The following is a DFT calculation (ωB97M-V/def2-TZVPD) of a cluster of 2 separate species, CH2F3NS2 in total in a non-equilibrium geometry.

ORCA input file:
```
! RIJCOSX wB97M-V def2-TZVPD def2/J DEFGRID3
* xyz 0 1
C 1.91747 -0.01163 0.46333
N -1.61733 0.80162 -0.53043
F 2.03545 -0.76907 1.54014
F 3.12135 -0.11960 -0.12529
F 0.94949 -0.43976 -0.40103
S -1.92600 -0.81215 -1.02752
S -1.32049 1.18636 1.04778
H -1.29874 1.49301 -1.30933
H -1.86121 -1.32877 0.34234
*
```

* HOMO (alpha / beta): -9.0 / -8.2 eV
* Kohn-Sham gap (alpha / beta): 7.96 / 7.00 eV
* LUMO (alpha / beta): -1.08 / -1.24 eV
* E_tot: -1189.8856 Ha
* energy relative to the best compared isomer or geometry (same formula, charge and spin): 70.0 kcal per mole

=====

Record 7
The following is a DFT calculation (ωB97M-V/def2-TZVPD) of an isolated molecule of C20H25N3O5S.

ORCA input file:
```
! RIJCOSX wB97M-V def2-TZVPD def2/J DEFGRID3
* xyz 0 1
C 0.17001 5.55682 3.52491
O 1.09327 4.64386 2.97967
C 0.64490 3.43719 2.52308
C -0.70327 3.09080 2.50291
C -1.13030 1.87058 2.00709
C -0.19196 0.97880 1.53684
S -0.70704 -0.56035 0.79814
O -2.02001 -0.90533 1.26497
O 0.33984 -1.52837 0.90286
N -0.87623 -0.21680 -0.81680
C -1.98392 0.59737 -1.24866
C -2.51493 0.05879 -2.58843
C -1.39250 -0.58643 -3.41707
C -1.25000 -2.10615 -3.26883
O -0.83909 -2.77457 -4.19818
N -1.62871 -2.63133 -2.08798
C -1.37068 -4.01938 -1.75660
C -0.13861 -4.13507 -0.89757
C -0.20595 -4.48622 0.44222
C 0.96979 -4.53183 1.17555
N 2.15716 -4.25619 0.67003
C 2.21795 -3.90797 -0.60384
C 1.11050 -3.83485 -1.43030
C -0.04348 0.07216 -3.09256
C 0.32452 -0.09478 -1.61240
C 1.15140 1.28713 1.55494
C 1.60122 2.51050 2.04659
O 2.94399 2.67883 1.98098
C 3.59990 3.72169 2.67285
H -0.35377 5.13405 4.38728
H 0.76634 6.40876 3.84811
H -0.55794 5.88908 2.77857
H -1.44019 3.78430 2.87314
H -2.17346 1.60216 2.00197
H -1.67297 1.64737 -1.34744
H -2.74756 0.53309 -0.47333
H -2.95124 0.88637 -3.15001
H -3.30333 -0.67347 -2.41338
H -1.59199 -0.42746 -4.48189
H -1.76133 -2.00987 -1.30132
H -1.22625 -4.54736 -2.70413
H -2.24236 -4.42578 -1.23613
H -1.15324 -4.71129 0.90809
H 0.95993 -4.80268 2.22327
H 3.20863 -3.68174 -0.97859
H 1.20576 -3.55540 -2.46924
H 0.73625 -0.36661 -3.71511
H -0.11290 1.13395 -3.33835
H 0.92846 0.76307 -1.27884
H 0.90202 -1.00558 -1.44087
H 1.87278 0.56464 1.21021
H 3.37091 4.69962 2.24586
H 3.34738 3.72055 3.73480
H 4.66228 3.51133 2.55292
*
```

* HOMO: -8.7 eV
* Kohn-Sham gap: 9.13 eV
* LUMO: 0.41 eV
* E_tot: -1715.7549 Ha
* SMILES string: COc1ccc(S(=O)(=O)N2CCC(C(=O)NCc3ccncc3)CC2)cc1OC
* energy relative to the best compared isomer or geometry (same formula, charge and spin): 46.3 kcal per mole

=====

Record 8
The following is a DFT calculation (ωB97M-V/def2-TZVPD) of an isolated molecule of C4H7NO2 in a non-equilibrium geometry.

ORCA input file:
```
! RIJCOSX wB97M-V def2-TZVPD def2/J DEFGRID3
* xyz 0 3
C -0.43433 1.72504 1.29663
C 0.02648 -0.01702 -0.08943
C -0.99008 -0.76055 -0.94284
C 1.31465 -0.88817 0.05669
N -0.15818 2.29830 0.23402
O -0.34545 0.37196 1.23930
O 0.31416 1.34761 -0.62583
H -0.67638 2.08958 2.25865
H -1.23983 -1.79184 -0.69593
H -0.62513 -1.01995 -1.93691
H -1.99862 -0.22980 -1.18595
H 1.15606 -1.36138 1.00034
H 2.19276 -0.14524 0.02864
H 1.46390 -1.61855 -0.63740
*
```

* HOMO (alpha / beta): -4.8 / -10.9 eV
* Kohn-Sham gap (alpha / beta): 5.56 / 9.16 eV
* expectation value of S²: 2.006
* LUMO (alpha / beta): 0.79 / -1.73 eV
* E_tot: -361.5941 Ha
* energy relative to the best compared isomer or geometry (same formula, charge and spin): 50.2 kcal per mole